No. 1
Density functional theory data (wB97M-V/def2-TZVPD) for a 11-piece molecular cluster, C51H132N8O3 overall.

Last column: Mulliken charge in e.
Element x y z (Å)
C 0.444 -0.153 -5.025  -0.896
C -0.950 -0.764 -4.877  -0.253
N -1.447 -1.597 -5.950  0.346
C -1.397 -1.015 -7.270  -0.243
C -1.733 -2.010 -8.362  -1.487
C -2.672 -2.280 -5.547  -0.722
C -3.909 -1.399 -5.698  -0.947
H 0.454 0.626 -5.792  0.596
H 1.139 -0.923 -5.365  0.346
H 0.791 0.304 -4.104  -0.323
H -0.921 -1.289 -3.917  -0.059
H -1.668 0.058 -4.692  0.230
H -2.111 -0.180 -7.383  0.293
H -0.423 -0.573 -7.473  0.455
H -1.353 -1.627 -9.313  0.420
H -1.272 -2.997 -8.291  0.342
H -2.810 -2.156 -8.463  0.293
H -2.537 -2.657 -4.532  0.283
H -2.780 -3.196 -6.136  0.409
H -4.279 -1.487 -6.722  0.386
H -3.714 -0.339 -5.536  0.300
H -4.698 -1.735 -5.021  0.307
C -7.700 1.086 -4.360  -1.188
C -7.807 0.852 -2.854  -0.489
N -6.654 1.336 -2.093  0.224
C -6.979 1.451 -0.684  -0.658
C -5.922 2.182 0.143  -0.569
C -5.385 0.729 -2.412  -0.679
C -5.248 -0.774 -2.073  -0.440
H -7.563 2.148 -4.572  0.311
H -8.689 0.853 -4.760  0.425
H -6.897 0.531 -4.839  0.193
H -8.692 1.398 -2.529  0.445
H -7.963 -0.205 -2.591  0.380
H -7.884 2.020 -0.463  0.456
H -7.146 0.423 -0.312  0.353
H -4.909 1.788 0.076  -0.280
H -5.933 3.213 -0.226  0.259
H -6.231 2.262 1.186  0.545
H -4.520 1.293 -2.062  0.242
H -5.316 0.751 -3.504  0.062
H -5.371 -0.912 -1.000  0.372
H -4.259 -1.077 -2.421  -0.147
H -5.968 -1.307 -2.694  0.298
C 4.924 5.466 -2.192  -1.428
C 3.729 4.974 -1.372  -0.147
N 2.929 3.962 -2.072  0.215
C 3.660 2.707 -2.174  -0.593
C 2.992 1.661 -3.077  -0.917
C 1.660 3.790 -1.375  2.240
C 0.591 4.761 -1.861  -1.426
H 4.653 5.900 -3.155  0.321
H 5.733 4.755 -2.344  0.373
H 5.346 6.322 -1.652  0.434
H 4.100 4.592 -0.412  0.093
H 3.057 5.819 -1.233  0.407
H 4.644 2.903 -2.595  0.448
H 3.799 2.243 -1.182  0.199
H 3.735 0.948 -3.441  0.563
H 2.188 1.089 -2.621  -0.397
H 2.668 2.179 -3.984  0.416
H 1.826 3.870 -0.288  -0.166
H 1.242 2.790 -1.513  -1.559
H -0.402 4.550 -1.464  0.217
H 0.544 4.737 -2.950  0.413
H 0.847 5.785 -1.575  0.385
C 1.460 0.185 0.384  1.771
C 0.169 -0.594 0.611  -1.094
N -0.685 -0.716 -0.555  1.630
C -1.905 -1.477 -0.282  0.339
C -1.624 -2.981 -0.294  -1.422
C -0.978 0.536 -1.244  0.988
C -1.763 1.561 -0.394  0.065
H 1.231 1.113 -0.141  -0.829
H 2.129 -0.314 -0.326  -0.865
H 1.983 0.299 1.330  -0.179
H 0.428 -1.571 1.032  0.571
H -0.391 -0.119 1.438  0.148
H -2.621 -1.267 -1.075  -0.642
H -2.407 -1.175 0.648  0.313
H -0.899 -3.267 0.467  0.018
H -1.263 -3.288 -1.275  0.192
H -2.540 -3.539 -0.084  0.564
H -0.087 1.006 -1.658  -1.611
H -1.677 0.325 -2.057  0.187
H -2.675 1.070 -0.037  -0.249
H -1.182 1.880 0.473  -0.651
H -2.124 2.417 -0.965  0.674
C 3.091 2.697 2.759  0.561
C 2.272 3.115 3.972  -1.194
N 1.170 2.230 4.323  0.147
C 1.520 0.866 4.750  0.587
C 2.523 0.875 5.893  -1.695
C 0.113 2.228 3.323  0.480
C -0.666 3.514 3.171  -1.150
H 2.533 2.504 1.846  -0.453
H 3.639 1.777 2.999  -0.385
H 3.857 3.461 2.606  0.539
H 2.950 3.317 4.800  0.481
H 1.793 4.064 3.718  0.326
H 0.586 0.395 5.043  0.599
H 1.997 0.384 3.879  -0.424
H 3.460 1.351 5.602  0.309
H 2.069 1.349 6.761  0.394
H 2.815 -0.156 6.105  0.434
H -0.614 1.452 3.592  0.413
H 0.488 1.825 2.368  -0.561
H -1.225 3.714 4.082  0.261
H -1.301 3.511 2.281  0.085
H -0.006 4.359 2.954  0.215
C 3.901 -3.195 -0.072  -1.169
C 4.969 -3.740 0.877  -0.992
N 5.623 -2.648 1.616  1.068
C 7.001 -2.958 1.985  -0.725
C 7.193 -4.313 2.701  -1.279
C 4.791 -2.217 2.732  -0.448
C 5.258 -0.899 3.353  -1.176
H 3.376 -4.015 -0.569  0.521
H 4.383 -2.535 -0.785  0.446
H 3.080 -2.684 0.440  0.149
H 4.558 -4.499 1.556  0.298
H 5.738 -4.224 0.271  0.486
H 7.593 -3.045 1.069  0.390
H 7.377 -2.190 2.658  0.520
H 8.187 -4.370 3.148  0.454
H 6.494 -4.429 3.534  0.257
H 7.038 -5.153 2.026  0.280
H 4.796 -2.969 3.538  0.313
H 3.751 -2.146 2.417  0.259
H 5.977 -1.074 4.157  0.449
H 4.411 -0.320 3.718  -0.225
H 5.813 -0.279 2.644  0.348
C 0.984 -5.804 0.574  -0.680
C 1.852 -6.296 1.716  -0.414
N 1.625 -7.649 2.187  0.059
C 0.260 -8.066 2.417  -0.821
C -0.522 -7.199 3.453  -0.860
C 2.482 -8.009 3.313  -0.409
C 3.947 -8.131 2.935  -1.219
H 0.896 -6.520 -0.243  0.366
H 1.508 -4.959 0.121  -0.114
H 0.024 -5.453 0.952  0.205
H 2.884 -6.306 1.353  0.264
H 1.848 -5.560 2.538  0.323
H -0.370 -8.023 1.526  0.346
H 0.184 -9.076 2.816  0.473
H -1.582 -7.465 3.465  0.408
H -0.200 -7.421 4.475  0.337
H -0.398 -6.132 3.270  0.093
H 2.156 -8.946 3.762  0.467
H 2.411 -7.219 4.079  0.312
H 4.478 -8.590 3.773  0.428
H 4.409 -7.160 2.737  0.114
H 4.185 -8.721 2.048  0.323
C -5.439 8.474 2.768  -1.304
C -5.313 7.073 2.193  -0.479
N -3.998 6.749 1.665  0.124
C -2.887 6.929 2.586  -0.631
C -3.033 6.290 3.958  -1.090
C -3.977 5.524 0.899  -0.483
C -2.730 5.412 0.001  -1.154
H -4.884 9.227 2.212  0.306
H -5.048 8.491 3.789  0.288
H -6.495 8.742 2.780  0.420
H -5.706 6.284 2.856  0.366
H -5.957 7.027 1.305  0.439
H -2.614 7.989 2.639  0.377
H -1.982 6.543 2.105  0.292
H -3.303 5.233 3.861  0.166
H -3.883 6.673 4.525  0.347
H -2.080 6.349 4.480  0.441
H -4.084 4.628 1.533  0.253
H -4.801 5.428 0.188  0.410
H -3.007 4.926 -0.943  0.629
H -2.322 6.355 -0.362  0.328
H -1.938 4.795 0.427  -0.008
C -2.215 -3.483 3.138  -0.058
O -1.180 -3.522 4.105  -0.515
H -2.065 -2.680 2.418  -0.346
H -2.309 -4.431 2.602  0.199
H -3.187 -3.238 3.581  0.420
H -1.549 -3.952 4.881  0.277
C 1.669 -3.086 -3.142  -0.559
O 2.233 -1.924 -2.514  -0.287
H 1.134 -3.671 -2.388  0.053
H 0.973 -2.897 -3.961  0.096
H 2.504 -3.688 -3.500  0.373
H 1.656 -1.796 -1.752  0.090
C 5.476 0.022 -0.611  0.100
O 6.622 -0.801 -0.600  -0.718
H 5.505 0.687 0.258  0.200
H 5.479 0.572 -1.550  0.246
H 4.549 -0.559 -0.597  -0.261
H 6.582 -1.457 0.107  0.265

Electronic energy (eV): -73087.265
ΔE to the lowest compared entry with this formula, charge and spin (kJ/mol): 0.0
Charge: 0
Frontier orbital gap (hartree): 0.314

=====

No. 2
Density functional theory data (wB97M-V/def2-TZVPD) for C51H28BBiF15GeN10O3S4 as an isolated structure.

Last column: Mulliken charge in e.
Element x y z (Å)
Bi 0.671 -0.476 0.673  2.788
C -3.508 -2.008 -0.804  -0.766
C -3.521 -3.398 -0.776  -0.941
C -2.362 -4.057 -0.445  -0.603
C -1.198 -3.319 -0.163  -0.124
N -1.202 -1.982 -0.213  0.570
C -2.331 -1.354 -0.494  -0.819
N -0.108 -4.061 0.160  -0.437
C 1.106 -3.638 0.147  -0.313
N 1.600 -2.421 -0.229  -0.344
C 2.964 -2.490 -0.278  -0.883
N 3.814 -1.653 -0.763  -0.353
C 3.560 -0.413 -1.236  -0.173
C 4.517 0.112 -2.128  -0.641
C 4.356 1.382 -2.626  -0.644
C 3.250 2.126 -2.223  -1.103
C 2.365 1.551 -1.334  -0.468
N 2.511 0.327 -0.851  0.818
C 3.397 -3.811 0.193  0.660
C 4.648 -4.358 0.409  -0.197
C 4.708 -5.668 0.863  -0.636
C 3.549 -6.408 1.066  -0.721
C 2.292 -5.856 0.852  -0.062
C 2.230 -4.542 0.435  -0.042
H -4.400 -1.444 -1.020  0.661
H -4.432 -3.943 -0.986  0.451
H -2.306 -5.131 -0.379  0.525
H -2.286 -0.274 -0.463  0.645
H 5.355 -0.510 -2.397  0.570
H 5.075 1.799 -3.318  0.417
H 3.077 3.128 -2.584  0.607
H 1.479 2.076 -1.011  0.432
H 5.539 -3.775 0.236  0.548
H 5.668 -6.127 1.059  0.403
H 3.632 -7.433 1.401  0.406
H 1.391 -6.425 1.011  0.547
C 0.974 4.417 0.483  -0.653
N 2.110 3.770 1.077  0.506
C 3.396 4.226 1.005  -0.430
C 4.136 3.451 1.833  -0.942
N 3.318 2.534 2.426  0.661
B 3.865 1.723 3.642  0.327
N 2.770 0.771 4.158  -0.059
C 2.008 0.922 5.272  -1.037
C 1.085 -0.070 5.307  -0.329
N 1.304 -0.861 4.202  0.993
C 2.045 -3.651 3.869  -0.806
C 2.308 -0.286 3.504  -0.214
S 2.879 -0.866 2.005  -0.424
C 2.081 2.722 1.944  -0.097
S 0.636 1.872 2.278  -0.277
H 1.282 4.925 -0.429  0.343
H 0.557 5.148 1.179  0.339
H 0.196 3.691 0.252  -0.038
H 3.669 5.050 0.378  0.478
H 5.180 3.473 2.067  0.559
H 4.098 2.511 4.509  -0.226
H 4.803 1.080 3.300  -0.114
H 2.174 1.738 5.944  0.488
H 0.302 -0.278 6.005  0.558
H 2.479 -3.019 4.648  0.435
H 2.829 -3.943 3.169  0.141
H 1.597 -4.548 4.316  0.176
O 1.093 -2.955 3.092  -0.039
C 0.383 -1.885 3.634  -0.112
N -0.327 -1.301 2.571  0.644
S -1.925 -1.182 2.829  1.158
O -2.704 -2.172 2.132  -0.667
O -2.381 0.169 2.713  -0.731
C -1.852 -1.785 4.524  0.562
C -2.875 -1.970 5.427  -0.846
C -2.602 -2.661 6.599  -0.656
C -1.320 -3.128 6.850  -0.891
C -0.291 -2.916 5.944  -0.196
C -0.575 -2.252 4.759  -1.197
H -3.853 -1.578 5.198  0.524
H -3.390 -2.828 7.321  0.399
H -1.114 -3.648 7.776  0.427
H 0.705 -3.245 6.191  0.474
F -2.360 3.261 -5.847  -0.277
C -1.276 2.471 -5.788  0.705
C -0.953 1.849 -4.596  -0.906
C 0.164 1.032 -4.598  0.249
F 0.495 0.389 -3.474  -0.031
C 0.955 0.850 -5.727  -0.148
F 2.047 0.074 -5.694  -0.332
C 0.602 1.491 -6.912  0.745
F 1.344 1.322 -8.015  -0.320
C -0.525 2.303 -6.946  -0.066
F -0.877 2.922 -8.086  -0.320
Ge -1.983 2.148 -2.864  2.439
S -1.055 1.948 -1.003  -0.887
C -3.602 0.970 -3.086  -1.349
C -3.704 -0.111 -3.936  0.486
F -2.668 -0.404 -4.741  -0.297
C -4.850 -0.894 -4.005  0.211
F -4.929 -1.932 -4.852  -0.357
C -5.931 -0.585 -3.188  0.563
F -7.047 -1.323 -3.246  -0.350
C -5.849 0.484 -2.299  0.104
F -6.893 0.779 -1.514  -0.363
C -4.679 1.228 -2.257  0.995
F -4.592 2.273 -1.421  -0.459
C -2.797 3.993 -3.166  -0.726
C -2.054 5.079 -2.741  -0.146
F -0.751 4.888 -2.475  -0.280
C -2.578 6.357 -2.615  -0.007
F -1.815 7.384 -2.206  -0.322
C -3.920 6.564 -2.914  0.573
F -4.474 7.773 -2.762  -0.315
C -4.680 5.506 -3.398  0.142
F -5.959 5.713 -3.738  -0.320
C -4.107 4.247 -3.528  0.740
F -4.857 3.267 -4.054  -0.365

Electronic energy (eV): -221524.613
Charge: -1
Frontier orbital gap (hartree): 0.247

=====

Let's list LUMO in order: 0.512 1.549 eV.